(1)
Computed, not measured: 7 unconnected molecules or ions with the total composition C7H23NO6, with the ωB97M-V functional and the def2-TZVPD basis.

XYZ file:
```
37
Properties=species:S:1:pos:R:3:nbo_charge:R:1
C 0.2126 3.8303 -0.3896 -0.409
C 0.7511 3.0497 -1.3121 -0.190
C 0.0553 2.0422 -2.1626 -0.270
C -0.3304 0.8555 -1.7147 -0.136
C -1.4273 -0.0059 -2.3150 -0.267
N -2.0626 -0.7841 -1.2745 -0.643
C -1.5581 -2.0513 -1.0269 -0.029
C -0.5662 -2.6739 -1.6688 -0.529
H -0.6878 3.7985 0.1900 0.207
H 0.8468 4.5155 0.1805 0.183
H 1.7552 3.3323 -1.6446 0.201
H -0.4522 2.5195 -3.0064 0.207
H -0.0499 0.5157 -0.7220 0.200
H -1.0104 -0.5690 -3.1347 0.206
H -2.0860 0.7615 -2.7296 0.209
H -3.0439 -0.6937 -1.1312 0.393
H -1.9633 -2.6291 -0.1574 0.256
H -0.0083 -2.3900 -2.5508 0.184
H -0.3160 -3.6902 -1.4082 0.207
O 1.1701 1.2471 1.2597 -0.983
H 1.4065 2.1760 1.2605 0.503
H 1.2682 0.7824 2.0860 0.495
O -1.2913 0.6136 1.7065 -0.981
H -0.3932 0.7830 2.0508 0.474
H -1.2091 0.1884 0.8453 0.486
O 1.7127 -2.7274 0.4297 -0.960
H 2.2203 -2.6615 -0.3790 0.488
H 1.3214 -1.8972 0.6739 0.474
O -2.2342 -2.1240 1.5753 -0.954
H -1.6826 -2.3717 2.2960 0.476
H -2.5826 -1.2416 1.7503 0.495
O 1.2569 -0.4560 3.6888 -0.970
H 0.5176 -0.1024 4.1939 0.484
H 1.4092 -1.3562 3.9910 0.496
O 3.1275 -0.4477 -0.1564 -0.948
H 2.5581 0.3366 -0.0752 0.482
H 3.3663 -0.4750 0.7818 0.461
```

multiplicity = 1
LUMO = 0.0 eV
SMILES = C=C/C=C/CNC=C.O.O.O.O.O.O
HOMO-LUMO gap = 7.814 eV
largest force on an atom = 2.14 eV/A
HOMO level = -7.8 eV

=====

(2)
Computed, not measured: a molecular structure, C7H24LiN6O7, with the ωB97M-V functional and the def2-TZVPD basis.

XYZ file:
```
45
Properties=species:S:1:pos:R:3:nbo_charge:R:1
Li -0.2029 0.8992 -0.2705 0.966
C -2.9810 0.8212 -2.8660 -0.096
C -3.7077 1.5275 -1.6853 -0.090
O -3.1244 1.1087 -0.4736 -0.742
O -1.5143 1.0329 -2.7398 -0.758
H -3.3515 1.2515 -3.7964 0.187
H -3.3415 -0.2067 -2.9062 0.195
H -4.7944 1.4506 -1.7213 0.190
H -3.3942 2.5570 -1.8581 0.159
H -3.4140 1.7273 0.2011 0.481
H -1.4138 1.5973 -3.5098 0.487
C 2.2058 4.1714 0.1741 -0.092
C 2.8420 3.0538 -0.6610 -0.098
O 2.6295 1.8164 0.0065 -0.739
O 0.7823 4.0997 0.1130 -0.754
H 2.3775 5.1273 -0.3207 0.184
H 2.5098 4.0363 1.2121 0.172
H 3.8958 3.3128 -0.7640 0.190
H 2.2577 3.0663 -1.5810 0.187
H 3.3030 1.8664 0.6888 0.481
H 0.4428 4.9608 0.3677 0.482
C -0.9014 -3.6289 0.7415 0.746
O -0.6178 -2.6599 0.0533 -0.742
N -1.0438 -3.5775 1.9663 -0.784
N -1.0018 -4.8239 0.1908 -0.831
H -0.8882 -2.6694 2.3802 0.417
H -1.1343 -4.4470 2.4721 0.400
H -1.6973 -5.4078 0.6328 0.381
H -0.7587 -4.9652 -0.7793 0.418
C -0.1955 0.8861 4.7536 0.754
O -0.1490 0.7794 3.5627 -0.697
N -0.0631 -0.0917 5.6266 -0.819
N -0.4403 2.0134 5.3180 -0.822
H -0.1383 -1.0325 5.2669 0.404
H -0.3220 0.1165 6.5804 0.390
H -0.3183 2.1660 6.3089 0.388
H -0.9727 2.7043 4.8088 0.407
C 2.5539 -3.4652 -3.7598 0.750
O 3.0469 -4.2191 -4.6309 -0.670
N 3.1733 -2.8709 -2.7950 -0.824
N 1.2689 -3.0910 -3.7468 -0.842
H 4.1716 -3.0126 -2.8532 0.411
H 2.7993 -2.1217 -2.2303 0.387
H 0.9750 -2.5033 -2.9797 0.376
H 0.6471 -3.3559 -4.4973 0.411
```

multiplicity = 1
LUMO = -2.8 eV
HOMO-LUMO gap = 8.504 eV
largest force on an atom = 7.80 eV/A
HOMO level = -11.3 eV
total charge = +1

=====

(3)
Computed, not measured: 7 unconnected molecules or ions with the total composition C7H25Cl2F6N4O5S, with the ωB97M-V functional and the def2-TZVPD basis.

XYZ file:
```
50
Properties=species:S:1:pos:R:3:nbo_charge:R:1
N 3.9035 -2.0643 1.9755 -0.869
H 3.8558 -3.0616 1.7518 0.433
H 2.9677 -1.6730 2.1666 0.507
H 4.3755 -1.6324 1.1871 0.426
H 4.5496 -2.1019 2.7751 0.480
N 3.5914 -3.3720 -1.5210 -0.916
H 3.4007 -3.6851 -2.4715 0.454
H 4.4366 -2.8111 -1.4714 0.449
H 3.7175 -4.2151 -0.9452 0.447
H 2.6993 -3.0466 -1.0013 0.480
N 0.0950 -4.5554 -2.3686 -0.868
H -0.8488 -4.7079 -2.7402 0.487
H 0.4962 -3.8700 -3.0158 0.440
H 0.7851 -5.3043 -2.4173 0.451
H 0.0425 -4.1562 -1.4234 0.482
N 3.4885 1.1201 -2.1704 -0.875
H 2.6016 0.7444 -1.7503 0.487
H 4.2772 0.8144 -1.6046 0.428
H 3.4800 2.1403 -2.2382 0.480
H 3.6272 0.6206 -3.0493 0.442
C -0.9674 -0.9654 -0.1701 0.775
F -1.4614 -1.6698 -1.1772 -0.302
F -1.2812 0.3032 -0.2654 -0.260
F -1.4118 -1.3834 1.0072 -0.276
S 0.8938 -1.2207 -0.0123 2.298
O 1.5625 -0.1643 -0.7779 -1.034
O 1.1925 -1.1596 1.4003 -0.958
O 1.1888 -2.5713 -0.5971 -1.095
C -4.8756 2.4756 -2.0811 -0.642
C -3.5660 2.0428 -1.4595 -0.084
O -3.3762 2.7465 -0.2122 -0.490
C -2.8236 3.9506 -0.2507 0.688
O -2.5166 4.5371 -1.2477 -0.546
C -2.5764 4.5738 1.1307 0.905
F -1.4097 5.1990 1.1079 -0.296
F -3.5823 5.4263 1.3468 -0.292
F -2.5580 3.6664 2.0953 -0.308
H -5.0779 1.9566 -3.0191 0.224
H -4.8412 3.5450 -2.2887 0.236
H -5.7569 2.3264 -1.4557 0.229
H -2.8112 2.4248 -2.1496 0.199
H -3.5170 0.9689 -1.3146 0.177
Cl -1.6936 -0.7105 4.7803 -0.054
C -1.4875 0.8211 3.8831 -0.387
C -0.0084 1.1203 3.7719 -0.384
Cl 0.2068 2.7868 3.1572 -0.051
H -2.0046 1.5941 4.4462 0.245
H -1.9765 0.7420 2.9151 0.213
H 0.4804 0.4665 3.0531 0.190
H 0.5143 0.9882 4.7160 0.231
```

multiplicity = 1
LUMO = -10.7 eV
HOMO-LUMO gap = 5.410 eV
largest force on an atom = 2.12 eV/A
HOMO level = -16.1 eV
total charge = +3

=====

(4)
Computed, not measured: a molecular structure, C7H25N12O9Ti, with the ωB97M-V functional and the def2-TZVPD basis.

XYZ file:
```
54
Properties=species:S:1:pos:R:3:nbo_charge:R:1
Ti 23.8596 -6.4666 -13.2582 0.994
O 20.0591 -2.9245 -17.0453 -0.703
C 20.3615 -3.8340 -16.1613 0.912
O 20.5747 -3.6736 -14.9886 -0.793
O 20.5585 -5.0483 -16.5368 -0.902
H 20.4926 -3.4151 -17.7475 0.492
C 26.2360 -0.6816 -11.8972 0.743
O 26.5006 -1.8383 -11.9253 -0.693
N 26.7660 0.1303 -11.0999 -0.812
N 25.1755 -0.1360 -12.4467 -0.836
H 26.4246 1.0769 -11.0134 0.392
H 27.4180 -0.3590 -10.5037 0.414
H 24.4542 -0.7013 -12.8713 0.416
H 25.2529 0.8707 -12.4732 0.376
C 14.7214 1.4120 -13.4512 0.749
O 15.4229 2.3958 -13.1976 -0.685
N 13.5022 1.3111 -12.9833 -0.831
N 15.2384 0.3748 -14.1116 -0.830
H 13.0622 2.1190 -12.5664 0.415
H 13.1960 0.3746 -12.7613 0.385
H 14.7174 -0.4731 -14.2839 0.381
H 16.1858 0.3554 -14.4614 0.415
C 18.3087 3.1865 -19.1634 0.739
O 17.4336 4.0549 -19.4473 -0.691
N 18.7181 2.2340 -19.9326 -0.817
N 18.9806 3.1873 -18.0575 -0.822
H 18.4118 2.1201 -20.8883 0.415
H 19.2097 1.5146 -19.4218 0.384
H 19.8691 2.7124 -18.1300 0.376
H 18.7346 3.7280 -17.2408 0.417
C 16.3824 -4.8964 -10.6417 0.742
O 15.2666 -4.9466 -10.1761 -0.681
N 17.2448 -4.0585 -10.0957 -0.835
N 16.8318 -5.5179 -11.6753 -0.824
H 17.0081 -3.5406 -9.2616 0.423
H 18.0947 -4.1048 -10.6395 0.370
H 17.7404 -5.2817 -12.0478 0.390
H 16.3259 -6.3441 -11.9610 0.414
C 19.1274 -6.3796 -22.3917 0.732
O 18.7719 -6.3945 -23.5232 -0.673
N 20.3067 -6.3854 -21.9076 -0.818
N 18.2900 -6.5677 -21.4551 -0.812
H 21.0121 -6.5275 -22.6163 0.398
H 20.4851 -6.6144 -20.9402 0.391
H 17.3103 -6.5482 -21.7000 0.402
H 18.5746 -6.6142 -20.4871 0.379
C 21.1574 -12.7431 -16.1886 0.753
O 20.0488 -12.6745 -16.7292 -0.641
N 21.9552 -13.8326 -16.0762 -0.836
N 21.8788 -11.6777 -15.9303 -0.838
H 22.8974 -13.7114 -15.7332 0.375
H 21.6546 -14.7958 -16.1205 0.405
H 21.5508 -10.7802 -16.2576 0.408
H 22.6706 -11.6611 -15.3035 0.374
```

multiplicity = 4
LUMO (alpha / beta) = -3.5 / -3.1 eV
HOMO-LUMO gap (alpha / beta) = 3.143 / 3.554 eV
largest force on an atom = 7.30 eV/A
⟨S²⟩ = 3.75
HOMO level (alpha / beta) = -6.7 / -6.7 eV

=====

(5)
Computed, not measured: 8 unconnected molecules or ions with the total composition C7H26O8, with the ωB97M-V functional and the def2-TZVPD basis.

XYZ file:
```
41
Properties=species:S:1:pos:R:3:nbo_charge:R:1
C -2.5397 0.5400 2.5371 -0.577
C -2.2994 1.4796 1.4049 -0.426
C -0.7550 1.6438 1.4042 -0.151
C 0.1638 0.7353 1.2485 -0.258
C 1.6063 0.9369 0.9437 -0.355
C 2.4170 -0.1305 0.7898 0.342
C 3.8848 0.1649 0.4571 -0.679
O 2.2987 -1.4371 0.6825 -0.696
H -2.5717 0.8705 3.4815 0.207
H -1.7991 -0.3294 2.5344 0.175
H -3.4674 0.1510 2.4200 0.199
H -2.5561 1.1071 0.4377 0.205
H -2.8765 2.4206 1.6079 0.208
H -0.5490 2.6953 1.3611 0.186
H -0.0992 -0.3204 1.3286 0.199
H 2.2393 1.8279 0.9729 0.221
H 4.3015 0.7988 1.3200 0.228
H 3.8150 0.6104 -0.6182 0.223
H 4.5210 -0.7798 0.5002 0.230
H 1.5691 -1.6202 1.2615 0.509
O -1.3645 -2.4129 -0.2975 -1.017
H -0.5738 -2.7292 -0.8161 0.486
H -2.1311 -2.5689 -0.8134 0.467
O 0.9345 -0.4016 -3.1730 -0.955
H 0.1670 0.0065 -3.5616 0.499
H 1.6767 -0.1527 -3.5546 0.467
O 0.7524 1.7250 -1.6725 -1.014
H 0.3840 0.8315 -1.6318 0.538
H 1.4692 2.1126 -1.3699 0.490
O 0.0289 -2.6133 2.2466 -0.963
H 0.0304 -3.5091 1.8812 0.498
H -0.7611 -2.2921 2.4970 0.483
O -1.8449 2.5994 -2.4645 -0.982
H -0.8432 2.3865 -2.4492 0.501
H -1.7934 3.4338 -1.9136 0.462
O -1.9360 -0.1498 -2.1624 -0.961
H -1.7915 -0.4135 -1.2557 0.478
H -2.6549 0.4494 -2.0120 0.482
O 0.9063 -2.9466 -1.2245 -0.938
H 0.8663 -2.2828 -1.9004 0.498
H 1.1753 -2.4370 -0.4276 0.489
```

multiplicity = 1
LUMO = 0.5 eV
SMILES = CC/C=C/C=C(/C)O.O.O.O.O.O.O.O
HOMO-LUMO gap = 8.520 eV
largest force on an atom = 7.84 eV/A
HOMO level = -8.1 eV

=====

(6)
Computed, not measured: 10 unconnected molecules or ions with the total composition C7H27NO9, with the ωB97M-V functional and the def2-TZVPD basis.

XYZ file:
```
44
Properties=species:S:1:pos:R:3:nbo_charge:R:1
C -4.6950 1.2574 0.5074 -0.397
C -3.9158 0.2183 0.1525 -0.190
C -3.0298 -0.4865 1.0786 -0.185
C -1.9562 -0.0444 1.8231 -0.047
N -1.2192 -1.1635 2.1786 -0.528
C -1.8837 -2.4047 1.9369 -0.068
C -3.1066 -1.9346 1.2322 -0.064
C -4.2933 -2.7822 1.1188 -0.637
H -4.7064 1.5468 1.5510 0.186
H -5.4292 1.7897 -0.1004 0.194
H -4.1334 -0.1764 -0.8387 0.205
H -1.5588 0.9275 2.2811 0.239
H -0.2295 -1.0639 2.3631 0.428
H -1.3932 -3.3059 2.2010 0.221
H -4.0704 -3.8195 1.3271 0.218
H -5.1073 -2.6119 1.8180 0.209
H -4.8263 -2.6536 0.1989 0.208
O 1.6540 4.5430 -1.3248 -0.941
H 2.6184 4.5017 -1.5985 0.482
H 1.7074 4.9881 -0.5581 0.466
O 0.4986 -2.9580 -0.3416 -0.928
H 1.4280 -3.0678 -0.3948 0.451
H 0.6597 -1.9013 -0.1729 0.474
O 3.2142 1.7212 -3.7451 -0.894
H 2.2552 2.0557 -4.0300 0.489
H 3.0024 1.2112 -3.0103 0.401
O 0.7715 0.9577 2.2327 -0.976
H 1.6152 0.4062 2.2269 0.486
H 0.7673 1.3440 1.3637 0.474
O 0.5577 1.8122 -0.7847 -0.959
H -0.3780 1.6581 -0.8392 0.493
H 0.6978 2.6937 -0.9312 0.497
O 0.8502 0.2803 -3.0427 -0.972
H 1.1302 0.8279 -2.1935 0.487
H 0.1562 0.6296 -3.4035 0.454
O 3.3198 0.6888 -1.0777 -0.900
H 4.1331 1.1509 -1.2340 0.473
H 3.1154 0.6133 -2.0096 0.430
O 2.1687 -0.9564 1.0499 -0.981
H 2.0532 -0.1515 0.5435 0.482
H 3.1133 -1.0289 1.2429 0.503
O 4.7278 -1.8613 0.8236 -0.941
H 5.0803 -1.0197 0.3849 0.474
H 4.6364 -2.4312 -0.0048 0.485
```

multiplicity = 1
LUMO = -0.3 eV
SMILES = C=Cc1c[nH]cc1C.O.O.O.O.O.O.O.O.O
HOMO-LUMO gap = 6.869 eV
largest force on an atom = 9.67 eV/A
HOMO level = -7.2 eV

=====

(7)
Computed, not measured: a molecular structure, C7H28FN14O7Zn, with the ωB97M-V functional and the def2-TZVPD basis.

XYZ file:
```
58
Properties=species:S:1:pos:R:3:nbo_charge:R:1
Zn -1.0276 -2.1615 -0.2103 1.796
F -0.2865 -0.3367 0.2613 -0.922
C -3.2438 -0.6622 -1.8304 0.824
O -2.7362 -1.4744 -1.0333 -0.825
N -2.9542 0.6480 -1.9318 -0.803
N -4.2741 -0.9599 -2.6222 -0.797
H -3.4034 1.2908 -2.5525 0.416
H -2.2414 0.9596 -1.2989 0.409
H -4.5312 -1.9313 -2.7113 0.416
H -4.8734 -0.2630 -3.0172 0.408
C 3.7935 -0.0195 0.0153 0.771
O 4.1831 -1.1099 -0.4278 -0.711
N 2.5203 0.1974 0.3964 -0.841
N 4.6647 0.9597 0.3263 -0.824
H 1.7540 -0.4025 0.1244 0.434
H 2.2701 1.1734 0.4410 0.368
H 5.6495 0.8541 0.1637 0.421
H 4.3043 1.8627 0.5795 0.384
C -1.6811 0.0167 4.0074 0.785
O -0.5550 -0.4209 4.1411 -0.675
N -2.2313 0.6050 2.9160 -0.843
N -2.6959 -0.3103 4.8978 -0.853
H -3.1288 1.0473 2.9626 0.393
H -1.6186 0.8678 2.1747 0.394
H -2.4314 -0.8347 5.7128 0.410
H -3.6102 0.0749 4.7678 0.385
C 1.1326 -2.0599 -2.3991 0.802
O -0.0683 -2.1918 -2.0605 -0.852
N 1.5098 -1.0067 -3.1207 -0.809
N 2.1682 -2.7437 -1.8944 -0.826
H 0.8334 -0.2639 -3.2880 0.438
H 2.4828 -0.8837 -3.3373 0.403
H 1.8990 -3.6499 -1.5437 0.398
H 3.1087 -2.3982 -1.7869 0.450
C -1.1302 3.0838 1.1171 0.756
O -1.2531 4.2440 1.4949 -0.639
N -2.0258 2.3219 0.4835 -0.873
N -0.0184 2.3521 1.2934 -0.886
H -1.8991 1.3467 0.2893 0.401
H -2.8697 2.8420 0.2870 0.414
H 0.8384 2.8326 1.5104 0.403
H -0.0457 1.3540 1.1278 0.418
C 1.0289 -3.2811 1.9014 0.818
O 0.2833 -3.1427 0.9051 -0.860
N 1.7613 -4.3694 2.1682 -0.793
N 1.3789 -2.2296 2.6671 -0.780
H 1.6996 -5.2042 1.6125 0.423
H 2.3865 -4.2748 2.9447 0.405
H 2.1668 -2.3170 3.2807 0.396
H 1.0271 -1.3023 2.4830 0.445
C 0.2538 2.2532 -3.1236 0.776
O 0.2200 1.3418 -3.9467 -0.686
N 0.2831 2.0873 -1.7869 -0.856
N 0.0581 3.5498 -3.4728 -0.836
H 0.4099 2.8739 -1.1797 0.408
H 0.4312 1.1131 -1.5574 0.421
H -0.0482 3.7654 -4.4501 0.412
H 0.3816 4.2863 -2.8707 0.390
```

multiplicity = 1
LUMO = -2.7 eV
HOMO-LUMO gap = 9.501 eV
largest force on an atom = 3.04 eV/A
HOMO level = -12.2 eV
total charge = +1

=====

(8)
Computed, not measured: 7 unconnected molecules or ions with the total composition C7H28N14O7, with the ωB97M-V functional and the def2-TZVPD basis.

XYZ file:
```
56
Properties=species:S:1:pos:R:3:nbo_charge:R:1
N 1.9021 -3.7643 -5.8709 -0.809
C 2.5677 -4.7633 -6.3067 0.748
N 1.7691 -5.8038 -6.5548 -0.862
O 3.7418 -4.6713 -6.4522 -0.649
H 0.9063 -3.8651 -5.7351 0.377
H 2.3395 -2.8836 -5.6404 0.405
H 0.8532 -6.0027 -6.1784 0.391
H 2.1010 -6.5263 -7.1776 0.400
N -5.0926 5.8758 -1.4771 -0.835
C -4.9614 5.1180 -0.4166 0.727
N -3.8068 4.9312 -0.0336 -0.787
O -5.9184 4.6878 0.2008 -0.696
H -4.2979 6.1268 -2.0476 0.378
H -6.0447 6.0541 -1.7630 0.412
H -3.6657 4.3479 0.7788 0.427
H -3.0318 5.2762 -0.5817 0.374
N 2.3575 -4.3118 4.5718 -0.838
C 1.9849 -3.3151 3.8418 0.736
N 1.4422 -3.6606 2.7352 -0.814
O 2.0522 -2.1976 4.2060 -0.664
H 2.4678 -5.2014 4.1063 0.374
H 2.1191 -4.2232 5.5492 0.409
H 1.3322 -4.6381 2.5058 0.380
H 1.0715 -2.9242 2.1519 0.417
N -0.5251 1.1940 -1.3681 -0.781
C 0.3728 0.3814 -1.0988 0.717
N 0.2652 -0.6282 -1.8287 -0.803
O 1.1453 0.3744 -0.1274 -0.693
H -0.4345 2.1193 -0.9736 0.405
H -0.9843 1.0597 -2.2576 0.378
H -0.5169 -0.7109 -2.4624 0.372
H 1.0884 -1.1712 -2.0466 0.402
N -4.4975 -0.2112 -4.3074 -0.836
C -4.0510 -1.4337 -4.5616 0.754
N -4.8755 -2.3744 -4.1617 -0.833
O -2.9703 -1.6303 -5.0904 -0.692
H -3.9189 0.5275 -4.6810 0.409
H -5.4691 -0.1032 -4.0536 0.387
H -4.5599 -3.2896 -4.4499 0.414
H -5.7281 -2.1606 -3.6644 0.397
N 5.7848 0.4099 5.0641 -0.862
C 6.5057 0.7600 3.9791 0.751
N 5.9247 0.2150 2.9829 -0.812
O 7.4272 1.4753 4.0503 -0.644
H 4.9019 -0.0649 4.9410 0.381
H 6.1920 0.5404 5.9791 0.396
H 6.0944 0.4574 2.0172 0.400
H 5.1648 -0.4240 3.1683 0.389
N 0.1117 3.4509 4.6909 -0.814
C -1.1411 3.6887 4.7101 0.742
N -1.4956 4.5056 5.6821 -0.846
O -1.9045 3.2423 3.9489 -0.666
H 0.6478 3.7676 5.4862 0.374
H 0.5227 2.8718 3.9728 0.417
H -0.8035 4.6992 6.3918 0.379
H -2.4623 4.7969 5.6568 0.414
```

multiplicity = 1
LUMO = 0.0 eV
SMILES = NC(N)=O.NC(N)=O.NC(N)=O.NC(N)=O.NC(N)=O.NC(N)=O.NC(N)=O
HOMO-LUMO gap = 9.386 eV
largest force on an atom = 9.30 eV/A
HOMO level = -9.4 eV